# 1
{"formula": "CH16MnO14P", "method": "wB97M-V/def2-TZVPD", "symbols": ["Mn", "P", "O", "O", "O", "O", "O", "O", "O", "O", "O", "O", "O", "O", "O", "O", "C", "H", "H", "H", "H", "H", "H", "H", "H", "H", "H", "H", "H", "H", "H", "H", "H"], "positions_angstrom": [[-1.68, 1.95, -0.53], [-1.87, 2.55, -3.09], [-2.98, 0.58, 3.09], [0.13, -2.43, 2.77], [-2.16, 1.24, -2.31], [-1.12, 0.36, 0.78], [2.05, 0.41, 3.28], [-3.02, 2.81, -4.05], [-2.40, -2.35, -0.01], [-0.52, 2.45, -3.86], [0.26, 1.09, -0.59], [1.40, 1.95, -2.41], [0.89, -0.67, 0.71], [0.23, -3.12, -0.56], [3.33, -0.82, -0.01], [-1.82, 3.47, -1.81], [0.07, 0.26, 0.38], [-2.37, 0.64, 2.34], [2.37, -0.74, 0.36], [0.32, -1.66, 2.20], [0.71, -3.03, -1.39], [2.59, -0.33, 3.57], [3.32, -0.67, -0.97], [0.65, 2.35, -3.03], [-2.14, -1.51, 0.38], [1.59, 1.09, -2.82], [0.57, -2.40, 0.00], [0.14, -2.07, 3.67], [0.90, 1.66, -1.57], [1.69, 0.12, 2.42], [-1.56, -2.75, -0.30], [3.95, -0.22, 0.44], [-3.49, -0.22, 2.92]], "multiplicity": 6, "orbital_gap_ev": [3.567, 3.726], "charge": -1, "e_homo_ev": [-3.61, -3.77], "e_above_lowest_ev": 2.483}

***

# 2
{"formula": "C15H30AgF9O9", "method": "wB97M-V/def2-TZVPD", "symbols": ["Ag", "F", "F", "F", "F", "F", "F", "F", "F", "F", "O", "O", "O", "O", "O", "O", "O", "O", "O", "C", "C", "C", "C", "C", "C", "C", "C", "C", "C", "C", "C", "C", "C", "C", "H", "H", "H", "H", "H", "H", "H", "H", "H", "H", "H", "H", "H", "H", "H", "H", "H", "H", "H", "H", "H", "H", "H", "H", "H", "H", "H", "H", "H", "H"], "positions_angstrom": [[0.43, -0.26, 0.39], [2.51, 3.21, 1.24], [2.02, 3.84, -0.77], [-1.05, 4.05, 0.99], [-2.62, -3.67, -0.84], [4.09, 3.64, -0.17], [-1.61, -4.65, -2.48], [-0.52, -4.18, -0.68], [-2.32, 3.60, 2.70], [-0.47, 2.55, 2.43], [-2.04, -1.86, -3.02], [1.77, 0.32, 2.32], [-3.18, 2.38, 0.09], [-0.77, -1.46, -1.21], [-0.82, -1.30, 2.12], [1.69, 1.17, -0.81], [3.48, 0.82, 0.55], [-1.34, 1.22, 0.24], [2.12, -2.07, 0.63], [-1.51, 3.05, 1.76], [-2.19, 1.92, 0.97], [2.86, 3.07, -0.05], [-3.01, -1.66, -5.17], [2.86, 1.60, -0.53], [-2.19, -2.53, -4.24], [5.28, -0.18, 1.71], [-1.26, -2.65, 2.06], [-4.31, 3.03, 0.64], [-1.02, -2.34, -2.11], [4.88, 0.81, 0.63], [-1.47, -3.70, -1.54], [2.44, -2.35, -0.75], [1.62, 0.85, 3.62], [-5.24, 3.29, -0.53], [-1.02, -0.93, 2.98], [3.54, 1.53, -1.41], [-3.99, 3.97, 1.09], [-4.80, 2.39, 1.38], [-0.89, -3.07, 1.13], [-2.70, -3.50, -4.14], [5.24, 1.82, 0.88], [-2.35, -2.76, 2.02], [-6.02, 4.02, -0.29], [2.37, -2.84, 1.14], [4.99, -1.20, 1.44], [1.18, 1.84, 3.57], [-4.06, -1.66, -4.87], [1.00, 0.16, 4.19], [2.61, 0.63, 1.93], [-0.12, -2.62, -2.73], [2.59, 0.95, 4.12], [1.80, -3.14, -1.14], [-2.98, -2.03, -6.20], [5.37, 0.49, -0.30], [4.79, 0.02, 2.67], [-2.68, -0.62, -5.10], [-2.68, 1.28, 1.75], [-1.23, -2.78, -4.72], [3.48, -2.71, -0.85], [-0.87, -3.26, 2.89], [6.36, -0.15, 1.92], [-4.68, 3.67, -1.39], [2.37, -1.42, -1.30], [-5.72, 2.35, -0.83]], "multiplicity": 2, "orbital_gap_ev": [7.441, 5.544], "charge": -1, "e_homo_ev": [-4.86, -4.82], "e_above_lowest_ev": 0.000}

***

Which of these has the lowest multiplicity?
C15H30AgF9O9

***

Which formula does entry 2 have?
C15H30AgF9O9

***

Which value of multiplicity does entry 1 give?
6